1.
Formula: C18H37GdOP3S
Source: OMol25
Level of theory: wB97M-V/def2-TZVPD

- Spin multiplicity: 8
- Charge: +3
- Energy relative to the best compared isomer or geometry (same formula, charge and spin): 12.2 kcal per mole

Geometry as XYZ:
```
61
Properties=species:S:1:pos:R:3:lowdin_spin:R:1
H -2.58 -3.70 2.62 0.00
H 1.81 3.55 1.82 0.00
C 3.51 0.84 -0.20 0.01
H -2.46 2.64 -0.79 0.00
H 3.15 2.45 2.21 0.00
H -0.04 3.58 2.47 0.00
O 1.16 0.04 3.11 -0.01
C 2.40 -2.80 -5.33 0.00
H 4.18 0.83 0.67 0.00
H -1.78 0.07 4.21 0.00
H -0.99 -3.73 1.79 0.00
H 3.29 3.56 0.82 0.01
H -3.15 3.10 2.94 0.00
H -3.95 -0.39 1.92 0.00
C 2.02 -2.12 -6.49 0.00
H 1.02 -2.91 1.61 0.00
C 0.33 -3.59 -0.31 0.00
H -0.29 3.98 0.74 0.00
C 1.53 2.68 -1.19 0.00
C 1.18 -1.00 -6.36 0.00
C -2.65 2.12 2.96 0.01
H 0.64 -3.87 -1.33 0.00
H 0.84 -0.47 -7.27 0.00
H -3.65 -1.72 0.76 0.00
H -1.06 -1.52 4.57 0.00
Gd -0.34 0.38 -0.17 6.81
H 0.96 2.14 -1.96 0.00
H -3.40 1.33 2.98 0.00
H 3.97 1.41 -1.02 0.00
H -2.02 2.07 3.86 0.00
H -3.39 3.40 0.56 0.00
C 1.20 -3.03 0.54 0.00
C 2.60 2.92 1.39 0.02
C -0.78 3.66 1.66 0.01
C -2.91 2.47 0.20 0.00
H -3.65 1.66 0.15 0.00
P -1.64 2.08 1.48 0.02
C 1.99 -2.36 -4.07 0.00
C 0.76 -0.56 -5.09 0.00
H 3.02 -3.69 -5.44 0.00
H -1.08 -3.40 3.53 0.00
H 2.34 -2.90 -3.19 0.00
C -3.52 -1.39 1.81 0.01
H 2.33 -2.45 -7.48 0.00
H -1.55 4.39 1.94 0.00
H 2.50 2.97 -1.62 0.00
H -4.04 -2.10 2.47 0.00
C -1.58 -3.25 2.57 0.01
H -0.74 -3.66 -0.08 0.00
H 2.12 -2.56 0.18 0.00
C -1.88 -1.01 4.04 0.01
P -1.73 -1.43 2.25 0.05
S 0.83 -0.51 -2.30 -0.02
P 1.96 1.66 0.27 0.09
H 0.11 0.32 -5.00 0.00
H 0.97 3.58 -0.90 0.00
C 0.67 0.15 2.05 -0.01
H -2.84 -1.36 4.42 0.00
H -0.23 -1.19 -1.58 -0.01
H 3.34 -0.19 -0.53 0.00
C 1.20 -1.21 -3.90 0.00
```

---

2.
Formula: C10H11NO
Source: OMol25
Level of theory: wB97M-V/def2-TZVPD

- Spin multiplicity: 1
- SMILES: N[C@H]1CCc2ccccc2C1=O
- Energy relative to the best compared isomer or geometry (same formula, charge and spin): 132.7 kcal per mole

Geometry as XYZ:
```
23
Properties=species:S:1:pos:R:3:lowdin_charge:R:1
C -0.02 -0.09 -3.09 -0.03
H 0.29 0.03 -4.16 0.11
C -1.28 -1.64 -1.54 -0.02
C -0.86 -1.30 1.03 -0.18
C -0.81 -1.00 -0.34 -0.20
H -1.75 -1.76 1.34 0.10
H -1.02 -2.07 -3.55 0.08
H 0.04 -2.03 1.24 0.17
H -0.76 -0.46 3.10 0.10
O 1.52 1.82 0.51 0.06
H 2.07 1.62 2.18 0.09
N 1.40 1.18 2.95 -0.01
H 0.48 1.86 3.46 0.17
H 1.30 -0.60 1.63 0.19
C -0.80 -0.09 2.10 -0.08
C -0.77 -1.34 -2.82 -0.07
C 0.63 0.34 1.83 -0.44
H -1.46 0.88 1.54 0.22
C 0.67 0.96 0.59 -0.38
H 0.64 1.62 -1.91 0.10
H -1.73 -2.61 -1.72 0.10
C 0.14 0.66 -1.89 -0.01
C -0.23 0.29 -0.51 -0.05
```

---

3.
Formula: C24H16Cl3O4S
Source: OMol25
Level of theory: wB97M-V/def2-TZVPD

- Spin multiplicity: 1
- Charge: -1

Geometry as XYZ:
```
48
Properties=species:S:1:pos:R:3:lowdin_charge:R:1
C 5.77 0.12 -3.55 -0.10
H 6.14 -0.34 -1.50 0.10
C -1.52 -2.29 4.03 -0.59
C -3.39 -0.94 4.94 -0.04
H -1.19 -0.37 -1.34 0.10
C -1.76 -0.01 -2.18 -0.05
C 4.81 0.33 -4.52 -0.09
H -2.94 -1.76 -2.38 0.10
C -3.44 -0.30 -3.85 -0.12
C 5.39 -0.15 -2.25 -0.09
C -3.86 0.22 5.53 -0.06
H 0.10 -3.28 3.14 0.11
H -4.91 0.33 5.75 0.11
C -2.98 1.24 5.84 -0.07
H 2.70 0.42 -4.93 0.11
H -0.94 1.89 5.79 0.12
Cl 2.26 -1.80 4.14 0.72
C -1.16 -0.04 4.96 -0.09
H -3.73 1.32 -5.20 0.09
C 4.05 -0.21 -1.92 -0.07
Cl -2.51 -3.70 3.93 0.72
H -3.35 2.14 6.31 0.10
O 1.23 -1.01 -1.24 -0.43
H -1.94 2.69 -4.20 0.11
Cl 0.79 -0.46 2.08 0.77
H -4.06 -1.74 4.69 0.08
C -3.17 0.95 -4.36 -0.10
C -2.18 1.72 -3.80 -0.03
H 5.10 0.52 -5.54 0.10
H 1.72 2.12 -1.63 0.07
C 3.47 0.27 -4.18 -0.06
C -2.04 -1.08 4.65 -0.17
C 0.69 -1.22 3.66 -1.15
O 0.68 -0.54 -3.79 -0.37
C 3.10 -0.02 -2.89 -0.30
C 0.28 -0.17 4.64 -0.45
H -4.21 -0.92 -4.31 0.09
C -1.64 1.11 5.56 0.00
S 1.36 -0.18 -2.49 0.76
H 6.81 0.13 -3.82 0.09
O 1.11 0.56 5.13 0.08
H 3.73 -0.44 -0.91 0.11
C -1.44 1.24 -2.72 -0.17
C -2.74 -0.78 -2.76 -0.09
C -0.32 2.05 -2.18 -0.55
O -0.54 3.23 -1.87 -0.05
C 0.95 1.50 -2.03 -0.16
C -0.26 -2.36 3.58 -0.19
```

---

4.
Formula: C3H10N2
Source: OMol25
Level of theory: wB97M-V/def2-TZVPD

- Spin multiplicity: 2
- Charge: +1
- Energy relative to the best compared isomer or geometry (same formula, charge and spin): 53.7 kcal per mole

Geometry as XYZ:
```
15
Properties=species:S:1:pos:R:3:lowdin_spin:R:1
H 0.32 2.27 -1.52 0.02
H -0.58 2.27 -0.16 0.01
C -0.06 -1.20 1.38 0.00
H -1.12 -0.27 -1.67 0.00
C 0.88 0.67 -0.25 0.06
C 0.08 -0.68 -0.05 0.03
H 0.68 -2.00 1.40 0.00
H 0.01 -0.27 1.92 0.00
H 1.61 0.44 -1.04 0.00
H -1.73 0.05 -0.14 0.00
N -1.25 -0.76 -0.70 0.14
H 0.59 -1.56 -0.63 0.00
H -0.97 -1.72 1.72 0.00
H 1.55 1.09 0.54 0.03
N 0.01 1.69 -0.79 0.70
```

---

5.
Formula: C24H58N7O9P2
Source: OMol25
Level of theory: wB97M-V/def2-TZVPD

- Spin multiplicity: 1
- Charge: -1

Geometry as XYZ:
```
100
Properties=species:S:1:pos:R:3:lowdin_charge:R:1
H -2.56 1.99 3.44 0.08
H 3.86 -4.71 3.04 0.13
N -4.50 3.73 2.54 0.01
C 4.00 -3.00 2.02 -0.55
H -0.85 -0.97 -4.00 0.06
H 3.54 -2.85 -4.19 0.02
N 1.70 6.66 -4.06 0.01
H -1.52 0.68 -2.52 0.09
H -2.61 2.92 -1.13 0.06
H -5.49 3.45 4.35 0.08
H 3.47 7.20 -3.11 0.08
C 4.24 2.93 0.77 -0.55
H -0.71 -7.32 -0.71 0.09
N 3.99 2.95 2.11 0.00
H -0.06 6.24 -2.00 0.08
H 4.98 2.37 3.86 0.08
C 0.38 6.97 -3.97 -0.56
C -1.52 2.87 -1.24 -0.13
H 0.44 -0.99 -2.80 0.06
H 5.09 1.84 -0.85 0.08
C -0.18 7.16 -2.58 -0.01
C -1.22 2.87 -2.77 -0.25
O 3.67 -2.00 -4.60 -0.26
H -5.90 -2.19 5.08 0.08
C -1.21 1.40 -3.28 -0.22
C -5.33 2.91 3.41 -0.10
H 0.32 7.98 -2.08 0.08
C -0.17 -10.10 0.00 -0.08
N 1.40 1.11 -1.68 -0.06
C 0.19 -0.62 -3.80 -0.12
H -4.83 4.64 2.27 0.13
H -0.22 -9.57 -0.94 0.07
O -2.70 4.20 1.29 0.03
H -3.37 1.27 2.02 0.09
H 3.40 -4.74 0.07 0.08
H -1.96 1.32 -4.09 0.10
O 0.65 -7.25 2.07 0.03
H -2.08 3.37 -3.25 0.09
H -4.86 1.96 3.63 0.05
C 4.33 1.93 3.10 -0.08
C 0.29 -7.20 -0.29 -0.01
C 3.90 -2.38 0.65 -0.02
H 5.94 1.64 0.68 0.08
N 0.16 -9.21 1.10 0.00
H 3.42 1.57 3.57 0.08
P 3.74 -0.87 -3.33 0.36
C -6.65 -0.76 3.67 -0.54
C -6.05 -2.10 4.00 -0.01
H -5.08 -2.19 3.51 0.09
H 2.02 6.54 -5.01 0.14
H 1.03 -7.62 -0.98 0.09
O 5.39 -0.66 -3.08 -0.26
H 2.90 -2.52 0.24 0.08
H 0.26 1.27 -4.91 0.09
O -6.09 0.05 2.96 0.03
H 3.07 5.47 -3.03 0.09
H 0.60 -10.88 -0.07 0.08
H 4.84 1.09 2.64 0.07
H -1.13 -10.58 0.20 0.08
O -0.30 7.07 -4.97 0.01
H -6.29 2.74 2.93 0.07
H 3.51 3.77 2.42 0.13
C -8.69 -1.30 5.07 -0.08
C -3.28 3.42 2.01 -0.55
H 0.24 -9.60 2.03 0.14
C 3.45 -5.25 1.02 -0.07
H 2.49 -5.73 1.23 0.06
H -6.69 -2.90 3.65 0.08
C 2.66 6.48 -2.99 -0.07
C 4.96 1.73 0.22 -0.01
H -1.74 1.96 1.88 0.08
N 3.78 -4.34 2.10 0.01
H 4.37 0.83 0.41 0.07
C 0.38 -7.87 1.05 -0.55
H 2.20 6.63 -2.01 0.07
H 5.55 -0.58 -2.15 0.02
H 2.48 0.76 -5.33 -0.10
C 0.16 0.94 -3.86 -0.45
H -8.86 -0.78 6.01 0.08
N -7.87 -0.47 4.20 0.01
H -0.34 3.45 -3.06 0.08
P 2.95 1.07 -4.01 0.71
H -1.22 1.93 -0.76 0.05
H 0.53 0.67 -1.45 0.03
H 4.09 -1.32 0.72 0.06
C 1.39 1.59 -3.09 -0.60
H -8.21 -2.25 5.27 0.07
O 3.88 3.87 0.07 0.03
H 4.22 -6.03 0.96 0.08
H 1.52 1.95 -1.14 0.04
H -1.12 3.74 -0.71 0.05
H -9.65 -1.49 4.58 0.08
H 0.84 -1.03 -4.57 0.04
H -8.22 0.44 3.94 0.14
H -1.24 7.39 -2.65 0.08
H 0.49 -6.14 -0.18 0.08
O 4.27 -2.36 3.03 0.01
H 4.64 -2.82 -0.02 0.08
O 3.04 -1.50 -2.16 -0.40
C -2.71 2.07 2.36 0.00
```

---

6.
Formula: C4H8O
Source: OMol25
Level of theory: wB97M-V/def2-TZVPD

- Spin multiplicity: 1
- SMILES: C1CCOC1
- Energy relative to the best compared isomer or geometry (same formula, charge and spin): 45.8 kcal per mole

Geometry as XYZ:
```
13
Properties=species:S:1:pos:R:3:lowdin_charge:R:1
H -1.02 0.96 1.40 0.13
C -0.73 1.08 -0.34 -0.10
H 0.76 -1.47 1.25 0.11
H 1.39 0.17 0.93 0.11
O 0.26 0.42 -1.52 -0.17
H -0.07 1.90 -0.09 0.11
H 0.25 -1.66 -1.26 0.11
C -0.75 0.08 0.75 -0.23
H -1.57 -0.66 0.75 0.12
H 1.86 -0.92 -1.08 0.12
H -1.78 1.43 -0.54 0.12
C 0.78 -0.75 -0.91 -0.26
C 0.62 -0.56 0.65 -0.16
```

---

7.
Formula: C12H16N2O4
Source: OMol25
Level of theory: wB97M-V/def2-TZVPD

- Spin multiplicity: 1
- SMILES: C[C@H](NC(=O)[C@@H](N)Cc1ccc(O)cc1)C(=O)O
- Energy relative to the best compared isomer or geometry (same formula, charge and spin): 92.2 kcal per mole

Geometry as XYZ:
```
34
Properties=species:S:1:pos:R:3:lowdin_charge:R:1
H -2.57 -0.99 2.55 0.11
H -3.58 1.12 0.99 0.15
H -4.38 -1.19 2.03 0.15
H 0.26 0.20 1.52 0.14
C 1.97 0.48 0.16 -0.25
H -1.76 -1.06 0.10 0.14
N -2.78 0.72 0.53 0.12
H 3.51 -2.55 -1.00 0.15
C 4.36 0.55 0.22 -0.02
H -0.66 -0.11 -0.78 0.08
O 5.85 -1.30 -0.48 -0.05
O -4.06 -0.25 -1.63 0.10
C -3.78 -1.23 -0.70 -0.47
C 2.13 -0.88 -0.32 -0.07
H -3.10 -2.38 1.70 0.04
C -1.91 1.61 0.01 -0.45
N -0.27 1.72 -1.72 0.07
H 3.12 2.14 0.75 0.13
H 6.74 -1.44 -0.08 0.12
H 1.13 -1.56 -0.39 0.15
H 0.69 1.70 -1.98 0.06
C -3.24 -1.36 1.68 -0.05
C 3.29 -1.50 -0.56 -0.06
C 4.50 -0.79 -0.26 -0.21
C -0.60 0.93 -0.51 -0.29
C 3.11 1.13 0.32 -0.10
H 0.51 2.11 1.02 0.16
H 5.29 1.09 0.32 0.11
C 0.56 0.95 0.64 -0.07
O -4.30 -2.29 -0.61 0.14
C -2.81 -0.76 0.35 -0.26
H -0.60 2.65 -1.65 0.05
H -4.69 -0.27 -2.36 0.13
O -1.93 2.83 0.14 0.05
```

---

8.
Formula: C5H13N2
Source: OMol25
Level of theory: wB97M-V/def2-TZVPD

- Spin multiplicity: 1
- Charge: +1
- Energy relative to the best compared isomer or geometry (same formula, charge and spin): 65.3 kcal per mole

Geometry as XYZ:
```
20
Properties=species:S:1:pos:R:3:lowdin_charge:R:1
H -2.70 1.12 0.85 0.09
H -2.96 -0.78 -0.04 0.10
C -1.86 1.60 0.37 -0.04
C -2.15 -1.48 -0.38 -0.03
H 2.48 -1.57 0.06 0.11
N 1.62 -1.16 0.00 0.20
H 2.68 1.54 -0.93 0.07
C 0.45 -1.65 -0.16 0.03
H -2.09 1.92 -0.56 0.06
H 1.69 -0.13 0.06 0.05
H 3.06 2.08 0.68 0.08
C -0.82 -0.79 -0.07 -0.21
H 0.25 -2.77 -0.12 0.17
H 3.82 0.79 0.15 0.06
H -1.96 -2.42 0.17 0.09
H 0.17 1.00 0.09 0.08
N 2.89 1.25 0.05 -0.02
H -1.40 2.43 1.03 0.13
C -0.82 0.58 0.13 -0.07
H -2.36 -1.55 -1.38 0.06
```

---

It is found that the DFT total energy values, taken in the order of the records, are -2970.09474; -517.46104; -3003.89905; -229.40766; -2692.53099; -232.37269; -877.25154; -307.51758 Ha.